--- 1 ---
# C5H11NO3S

One molecule with the formula C5H11NO3S (wB97M-V/def2-TZVPD, OMol25).

Structure (XYZ):
```
21
Properties=species:S:1:pos:R:3
S 1.80 -1.63 -0.71
O 1.79 -2.67 0.35
O 0.89 1.56 1.48
O 2.94 -1.82 -1.62
N -1.30 1.71 2.31
C 1.87 -0.03 -0.01
C 0.63 0.31 0.83
C -0.21 2.23 1.93
C -0.10 3.74 2.41
C 0.33 -1.82 -1.73
H 0.53 -0.41 1.63
H 2.68 -0.09 0.73
H -0.55 -1.62 -1.17
H -0.66 4.16 1.59
H -0.37 0.40 0.25
H -0.62 4.03 3.37
H 0.29 -1.19 -2.60
H 2.04 0.70 -0.82
H 0.21 -2.85 -2.01
H -2.00 2.33 2.66
H 0.94 4.07 2.24
```

Output
**SMILES**: [H]/N=C(\C)OCCS(C)(=O)=O
**Orbital gap**: 10.495 eV
**Highest occupied orbital energy**: -9.97 eV

--- 2 ---
# C5H11NO3S

One molecule with the formula C5H11NO3S (wB97M-V/def2-TZVPD, OMol25).

Structure (XYZ):
```
21
Properties=species:S:1:pos:R:3
S 1.68 0.11 0.07
O 1.66 0.18 1.54
O 0.37 -0.71 -0.38
O 1.76 1.35 -0.74
N 2.79 -0.90 -0.46
C -2.88 0.96 0.11
C -3.26 -0.54 0.06
C -1.95 -1.24 -0.24
C -1.38 1.05 -0.21
C -0.93 -0.31 0.24
H -3.81 -0.85 0.97
H -4.03 -0.58 -0.74
H -0.81 -0.35 1.32
H -0.85 1.94 0.14
H -1.77 -1.51 -1.32
H -1.33 1.13 -1.32
H -1.86 -2.25 0.19
H 3.62 -0.48 -0.89
H -3.50 1.52 -0.62
H 3.12 -1.51 0.25
H -3.08 1.36 1.11
```

Output
**SMILES**: NS(=O)(=O)OC1CCCC1
**Orbital gap**: 11.120 eV
**Highest occupied orbital energy**: -10.63 eV

Which one sits at the top of the stability order? 2 does.

--- 1 ---
# C2H3OP

A 2-piece molecular cluster, C2H3OP overall (wB97M-V/def2-TZVPD, OMol25).

Structure (XYZ):
```
7
Properties=species:S:1:pos:R:3
P 0.07 1.04 -0.34
O 2.19 -0.19 0.14
C -1.07 -0.02 0.55
C -1.25 -0.08 -0.75
H -1.27 -0.49 1.51
H -1.62 -0.73 -1.46
H 2.95 0.48 0.34
```

Output
**Orbital gap (spin up / spin down)**: 8.410 / 8.418 eV
**Highest occupied orbital energy (spin up / spin down)**: -8.87 / -8.88 eV

--- 2 ---
# C2H3OP

C2H3OP as an isolated structure (wB97M-V/def2-TZVPD, OMol25).

Structure (XYZ):
```
7
Properties=species:S:1:pos:R:3
P 0.51 0.99 -1.19
O -2.49 1.09 -0.01
C -1.49 0.52 -0.14
C -0.39 -0.34 -0.11
H -0.55 -1.11 -0.79
H 1.01 1.53 -0.08
H -0.10 -0.72 0.80
```

Output
**Orbital gap**: 8.089 eV
**Highest occupied orbital energy**: -7.63 eV

Which one sits at the top of the stability order? 2 does.

--- 1 ---
# C4H5FN2

A 2-piece molecular cluster, C4H5FN2 overall (wB97M-V/def2-TZVPD, OMol25).

Structure (XYZ):
```
12
Properties=species:S:1:pos:R:3
F -1.86 -1.18 -0.35
N -2.86 1.47 0.45
N -3.92 1.23 0.12
C 0.33 -0.61 -0.48
C 0.93 0.69 -0.02
C 1.64 -0.57 0.29
C -0.82 -0.82 0.34
H 0.49 -1.05 -1.51
H 0.45 1.08 0.90
H 1.80 -0.85 1.34
H 2.59 -0.70 -0.14
H 1.24 1.30 -0.94
```

Output
**Orbital gap**: 9.492 eV
**Highest occupied orbital energy**: -8.79 eV

--- 2 ---
# C4H5FN2

One molecule with the formula C4H5FN2 (wB97M-V/def2-TZVPD, OMol25).

Structure (XYZ):
```
12
Properties=species:S:1:pos:R:3
F 3.01 0.32 0.16
N 1.61 0.25 0.32
N 0.49 -1.84 -0.41
C -0.58 -1.46 -0.10
C 0.93 1.02 -0.44
C -1.02 -0.02 0.63
C -0.48 0.95 -0.29
H -1.57 -2.09 -0.20
H -1.28 1.41 -0.89
H 1.32 1.73 -1.26
H -2.04 -0.24 0.84
H -0.40 -0.04 1.63
```

Output
**Orbital gap (spin up / spin down)**: 8.023 / 8.219 eV
**Highest occupied orbital energy (spin up / spin down)**: -9.07 / -8.85 eV

--- 3 ---
# C4H5FN2

One molecule with the formula C4H5FN2 (wB97M-V/def2-TZVPD, OMol25).

Structure (XYZ):
```
12
Properties=species:S:1:pos:R:3
F -1.94 -0.95 0.85
N 1.52 0.92 -1.07
N 0.37 1.33 -0.39
C -0.19 0.26 0.13
C -1.38 0.30 0.97
C 1.74 -0.35 -0.87
C 0.51 -0.99 -0.07
H 2.67 -0.89 -1.25
H 0.74 -1.54 0.91
H -0.02 -1.71 -0.70
H -2.07 1.06 0.74
H -1.18 0.49 1.99
```

Output
**SMILES**: FCC1=NN=CC1
**Orbital gap**: 10.232 eV
**Highest occupied orbital energy**: -9.94 eV

Which one sits at the top of the stability order? 3 does.